w:
{"formula": "CHF4N", "method": "ωB97M-V with the def2-TZVPD basis set", "homo_lumo_gap_ha": [0.3674, 0.3266], "symbols": ["C", "N", "F", "F", "F", "F", "H"], "positions_angstrom": [[0.204, -0.697, 0.334], [-1.625, -1.234, -0.854], [-0.188, -0.786, 1.589], [1.086, -1.534, -0.055], [-2.481, -1.826, 0.009], [-2.098, 0.008, -1.171], [0.169, 0.278, 0.099]]}

x:
{"formula": "CHF4N", "method": "ωB97M-V with the def2-TZVPD basis set", "homo_lumo_gap_ha": [0.3124, 0.3875], "symbols": ["C", "N", "F", "F", "F", "F", "H"], "positions_angstrom": [[0.998, 0.316, 0.085], [-1.338, 0.068, -0.055], [1.478, -0.611, -0.727], [1.267, 1.562, -0.348], [-1.447, -0.785, -1.131], [-1.811, -0.803, 0.914], [0.852, 0.253, 1.260]]}

It is w that is the most stable of them.

w:
{"formula": "CH23O10", "method": "ωB97M-V with the def2-TZVPD basis set", "homo_lumo_gap_ha": 0.3439, "total_charge": 1, "symbols": ["O", "H", "H", "H", "O", "H", "H", "H", "C", "O", "H", "H", "H", "O", "H", "H", "O", "H", "H", "O", "H", "H", "O", "H", "H", "O", "H", "H", "O", "H", "H", "O", "H", "H"], "positions_angstrom": [[1.523, -2.025, -0.394], [1.028, -2.721, 0.044], [2.429, -2.109, -0.089], [1.138, -1.178, -0.159], [2.407, 0.378, 1.454], [2.515, -0.478, 1.875], [1.602, 0.319, 0.934], [3.121, 0.536, 0.832], [-0.088, 0.018, -0.315], [1.085, -0.192, 0.355], [-0.009, 0.597, -1.235], [-0.605, -0.877, -0.661], [-0.774, 0.601, 0.300], [2.448, -0.301, -1.505], [3.061, 0.056, -0.863], [1.601, -0.292, -1.059], [-0.502, 1.947, -2.284], [-1.045, 2.718, -2.447], [0.183, 2.257, -1.691], [0.436, 1.900, 1.808], [1.272, 2.019, 1.358], [-0.149, 1.546, 1.138], [-2.310, 0.934, -1.882], [-2.150, 0.594, -1.002], [-1.437, 1.122, -2.228], [-2.370, -0.846, 1.734], [-2.829, -0.146, 2.199], [-2.311, -0.535, 0.831], [-0.190, -1.068, 2.027], [0.074, -0.798, 1.148], [-1.144, -0.983, 2.027], [-2.824, -1.281, -0.531], [-2.075, -1.341, -1.124], [-3.110, -0.370, -0.597]]}

x:
{"formula": "CH23O10", "method": "ωB97M-V with the def2-TZVPD basis set", "homo_lumo_gap_ha": 0.2495, "total_charge": 1, "symbols": ["O", "H", "H", "H", "O", "H", "H", "H", "C", "O", "H", "H", "H", "O", "H", "H", "O", "H", "H", "O", "H", "H", "O", "H", "H", "O", "H", "H", "O", "H", "H", "O", "H", "H"], "positions_angstrom": [[-24.015, -24.421, 3.071], [-23.077, -24.459, 3.270], [-24.473, -25.261, 3.155], [-24.097, -24.106, 2.168], [-22.056, -27.141, 3.971], [-22.319, -27.280, 4.884], [-21.758, -26.233, 3.882], [-22.896, -27.184, 3.509], [-25.574, -27.834, 3.192], [-24.501, -27.059, 2.802], [-25.165, -28.841, 3.268], [-26.098, -27.527, 4.098], [-26.403, -27.894, 2.486], [-28.757, -29.198, 1.887], [-28.352, -29.972, 1.495], [-28.861, -29.425, 2.811], [-24.157, -26.792, -0.083], [-24.032, -25.843, -0.084], [-24.275, -27.017, 0.840], [-27.015, -27.290, -0.667], [-27.149, -27.292, 0.281], [-26.069, -27.189, -0.775], [-22.793, -30.159, 3.097], [-23.159, -29.442, 2.579], [-23.123, -30.008, 3.983], [-26.030, -28.196, 7.183], [-26.086, -28.805, 6.447], [-25.091, -28.092, 7.337], [-24.691, -30.301, 0.782], [-25.287, -30.992, 1.072], [-24.642, -29.699, 1.525], [-28.797, -28.705, 4.678], [-28.576, -27.980, 4.093], [-28.577, -28.385, 5.552]]}

It is x that is the most stable of them.

w:
{"formula": "C4H16O3", "method": "ωB97M-V with the def2-TZVPD basis set", "homo_lumo_gap_ha": [0.4150, 0.1539], "total_charge": 1, "spin_multiplicity": 2, "symbols": ["C", "C", "C", "C", "H", "H", "H", "H", "H", "H", "H", "H", "H", "H", "H", "H", "O", "H", "H", "O", "H", "H", "O"], "positions_angstrom": [[-0.452, -0.302, -2.187], [-1.178, -0.918, -1.040], [-0.087, -1.470, -0.005], [-0.234, -2.762, 0.764], [0.188, -1.040, -2.673], [-1.162, -0.017, -2.982], [0.108, 0.583, -1.892], [-1.945, -0.318, -0.559], [-1.677, -1.858, -1.326], [0.924, -1.516, -0.429], [0.084, -0.536, 0.634], [-0.555, -3.584, 0.119], [0.806, -3.022, 1.001], [-0.732, -2.651, 1.725], [-1.246, 1.635, 2.488], [-1.318, 2.585, 1.306], [-0.758, 2.349, 2.055], [0.778, 2.911, -0.123], [2.149, 2.983, -0.808], [1.390, 3.518, -0.548], [2.357, 0.827, 1.255], [0.903, 1.475, 1.364], [1.657, 1.128, 1.862]]}

x:
{"formula": "C4H16O3", "method": "ωB97M-V with the def2-TZVPD basis set", "homo_lumo_gap_ha": [0.4362, 0.1434], "total_charge": 1, "spin_multiplicity": 2, "symbols": ["C", "C", "C", "C", "H", "H", "H", "H", "H", "H", "H", "H", "H", "H", "H", "H", "O", "H", "H", "O", "H", "H", "O"], "positions_angstrom": [[-0.809, 0.243, -1.913], [0.616, 0.123, -1.405], [0.728, -0.701, -0.149], [2.142, -0.836, 0.406], [-1.156, -0.694, -2.359], [-0.882, 1.061, -2.660], [-1.504, 0.461, -1.080], [1.012, 1.135, -1.187], [1.342, -0.328, -2.137], [0.212, -1.675, -0.141], [0.178, -0.062, 0.675], [2.862, -0.936, -0.430], [2.421, -1.678, 1.040], [2.434, 0.037, 1.009], [0.105, 0.725, 2.668], [-1.317, 1.103, 2.398], [-0.499, 1.468, 2.755], [-0.920, 2.642, -0.821], [-0.823, 2.750, 0.613], [-1.528, 2.755, -0.069], [-1.232, -3.241, 0.888], [-1.446, -1.762, 0.963], [-1.937, -2.589, 0.939]]}

It is w that is the most stable of them.